A molecular structure, C49H93F24O19P5Pt in a non-equilibrium geometry. Source: the Open Molecules 2025 dataset; level of theory: the ωB97M-V functional and the def2-TZVPD basis.

Total charge: 0
⟨S²⟩: 2.005
2S+1: 3
E_LUMO (alpha / beta) (Eh): 0.015 / 0.015
Largest force on an atom (eV/Å): 6.1
E (a.u.): -7575.39700

Each line ends with the Mulliken charge.
Atoms and positions in Å:
Pt1 20.163 -18.101 30.452  2.87
P1 18.199 -19.096 23.591  -0.34
P2 22.301 -15.590 32.137  -0.12
P3 17.858 -18.729 33.042  -1.41
P4 22.964 -19.906 31.328  -0.60
P5 19.419 -18.130 28.191  0.33
F1 20.759 -14.329 24.236  -0.40
F2 13.554 -13.910 27.673  -0.27
F3 18.753 -23.264 28.132  -0.28
F4 19.249 -22.265 31.524  -0.07
F5 22.005 -23.148 26.753  -0.36
F6 14.700 -12.235 30.054  -0.23
F7 15.167 -19.156 28.160  -0.19
F8 19.543 -11.977 28.548  -0.38
F9 15.119 -12.924 26.438  -0.27
F10 14.162 -16.583 28.953  -0.42
F11 17.230 -22.788 30.766  -0.35
F12 21.796 -16.733 24.987  -0.19
F13 17.695 -12.747 27.918  -0.22
F14 19.189 -15.375 25.257  0.05
F15 22.673 -15.175 26.278  -0.38
F16 13.529 -11.323 28.544  -0.30
F17 19.504 -24.578 29.690  -0.35
F18 20.038 -22.198 26.216  -0.25
F19 22.017 -20.923 24.806  -0.30
F20 14.639 -17.946 26.393  -0.31
F21 17.475 -13.067 30.503  -0.34
F22 19.394 -14.026 30.736  0.36
F23 16.146 -16.643 29.482  -0.17
F24 23.220 -20.847 26.626  -0.32
O1 18.981 -17.996 26.693  -0.09
O2 15.761 -14.221 28.160  0.14
O3 19.552 -16.773 28.994  -1.11
O4 18.641 -19.024 29.235  -1.52
O5 23.566 -20.121 32.795  -0.30
O6 20.209 -13.861 26.436  -0.48
O7 16.539 -19.468 32.458  -0.16
O8 17.128 -17.439 33.785  -0.57
O9 22.811 -16.092 33.644  -0.31
O10 18.346 -19.579 34.347  -0.38
O11 18.865 -18.366 32.006  1.65
O12 24.202 -19.330 30.448  -0.43
O13 21.288 -16.413 31.413  0.26
O14 21.668 -19.135 31.343  1.35
O15 20.867 -18.583 28.489  -0.55
O16 23.679 -15.525 31.262  -0.23
O17 20.622 -22.798 29.250  -0.52
O18 22.769 -21.430 30.827  -0.07
O19 21.897 -13.971 32.330  -0.23
C1 24.034 -18.685 29.156  2.32
C2 21.527 -15.850 25.897  1.18
C3 20.334 -17.965 21.996  -0.80
C4 21.917 -20.866 26.163  1.11
C5 18.445 -13.629 29.865  0.50
C6 24.072 -19.052 33.662  0.45
C7 25.089 -14.893 33.955  -1.17
C8 24.565 -22.511 29.744  -0.72
C9 23.682 -15.330 34.483  -0.45
C10 15.750 -15.519 27.524  -1.22
C11 15.366 -18.034 27.501  0.48
C12 24.902 -13.950 29.874  -1.70
C13 23.433 -19.160 35.070  -1.41
C14 14.613 -12.031 28.680  0.16
C15 17.555 -19.990 21.986  -1.10
C16 15.762 -15.545 33.782  -1.58
C17 14.736 -13.303 27.697  1.03
C18 18.676 -20.947 34.251  -0.30
C19 19.658 -14.266 27.696  0.51
C20 16.430 -21.569 26.545  1.01
C21 21.201 -22.093 26.866  0.25
C22 19.991 -18.745 23.281  0.45
C23 19.371 -23.306 29.379  0.57
C24 21.026 -15.698 20.762  -1.59
C25 23.712 -14.959 30.003  0.53
C26 17.949 -20.340 24.930  -0.03
C27 16.733 -16.344 32.960  1.53
C28 23.823 -22.414 31.114  -0.57
C29 15.965 -20.252 21.933  -0.56
C30 16.926 -17.713 23.744  -0.12
C31 20.401 -14.883 25.471  0.76
C32 14.995 -20.613 31.203  -1.74
C33 16.434 -14.143 23.079  -0.97
C34 15.331 -16.724 28.393  1.32
C35 15.090 -22.304 26.928  -1.85
C36 16.086 -19.545 31.143  2.24
C37 20.817 -21.697 28.385  1.31
C38 15.826 -15.551 22.705  -0.79
C39 20.729 -16.492 22.163  0.26
C40 20.229 -12.227 32.736  -1.61
C41 15.700 -21.836 21.695  -0.43
C42 18.851 -13.119 28.450  0.77
C43 20.721 -13.617 33.060  0.42
C44 16.453 -20.639 25.342  -0.19
C45 25.366 -17.945 28.760  -1.63
C46 18.539 -22.430 30.435  1.33
C47 16.902 -16.726 22.599  -0.14
C48 14.297 -22.179 21.212  -1.36
C49 20.112 -21.000 33.943  -0.41
H1 15.552 -19.574 21.186  0.61
H2 25.773 -17.450 29.642  0.33
H3 17.857 -19.369 21.142  0.64
H4 18.549 -21.376 35.245  0.42
H5 20.403 -18.145 24.093  -0.61
H6 24.964 -21.540 29.452  0.08
H7 15.112 -15.781 23.496  0.31
H8 20.105 -15.465 20.227  0.31
H9 15.829 -14.507 33.456  0.36
H10 16.379 -18.136 27.113  -0.46
H11 20.345 -20.681 32.927  -0.29
H12 24.522 -22.255 31.935  0.36
H13 15.966 -18.154 24.015  1.06
H14 25.161 -19.100 33.685  0.43
H15 14.268 -21.677 26.584  0.39
H16 25.214 -17.215 27.965  0.34
H17 15.825 -22.309 22.669  0.15
H18 25.072 -14.113 33.195  0.25
H19 16.847 -14.201 24.086  0.01
H20 16.420 -22.155 20.941  0.47
H21 15.994 -19.738 25.749  -0.46
H22 25.544 -15.722 33.412  0.23
H23 15.165 -21.569 30.707  0.14
H24 22.409 -18.792 35.129  0.20
H25 20.596 -20.363 34.683  0.12
H26 20.020 -14.452 33.051  -0.11
H27 14.099 -23.210 20.919  0.38
H28 14.990 -23.136 26.230  0.57
H29 21.521 -14.771 21.053  0.44
H30 14.726 -15.870 33.681  0.35
H31 20.015 -15.933 22.769  -0.29
H32 19.179 -11.996 32.920  0.40
H33 18.527 -21.190 24.569  1.14
H34 17.208 -17.229 24.679  -0.50
H35 25.483 -23.074 29.911  0.47
H36 17.309 -22.206 26.444  0.52
H37 15.430 -19.958 22.836  0.17
H38 23.747 -15.756 29.260  0.10
H39 18.471 -20.029 25.835  -0.45
H40 15.789 -13.278 22.922  0.43
H41 14.792 -20.835 32.251  0.52
H42 14.147 -21.581 20.313  0.33
H43 23.383 -23.354 31.448  0.37
H44 21.579 -16.345 22.831  0.42
H45 22.776 -14.454 29.762  -0.02
H46 16.196 -16.575 32.040  -0.45
H47 19.898 -21.119 28.291  -0.28
H48 20.308 -12.009 31.671  0.28
H49 15.380 -15.513 21.712  0.40
H50 13.984 -20.273 30.977  0.36
H51 16.728 -17.174 21.621  0.49
H52 17.569 -15.753 32.586  -0.30
H53 23.145 -14.403 34.684  0.33
H54 21.674 -16.224 20.061  0.32
H55 25.758 -14.577 30.124  0.37
H56 24.054 -18.564 35.739  0.46
H57 17.328 -13.908 22.503  0.34
H58 21.159 -16.373 26.780  -0.89
H59 16.789 -15.573 27.199  -0.21
H60 23.418 -20.191 35.422  0.39
H61 23.885 -18.023 33.355  -0.44
H62 20.481 -14.634 28.310  -0.24
H63 16.940 -19.955 30.603  -1.16
H64 16.052 -15.596 34.832  0.39
H65 20.972 -13.640 34.120  0.37
H66 15.610 -18.608 30.853  -0.02
H67 16.598 -20.955 27.430  -0.78
H68 15.170 -15.534 26.601  0.77
H69 18.912 -15.052 27.581  -0.49
H70 23.790 -22.913 29.092  0.10
H71 15.428 -11.385 28.354  0.12
H72 15.049 -22.716 27.936  0.26
H73 18.068 -21.493 33.529  0.10
H74 18.114 -20.925 21.961  0.75
H75 25.634 -14.584 34.847  0.47
H76 23.931 -19.428 28.364  -0.21
H77 20.972 -18.600 21.382  0.50
H78 13.648 -21.918 22.048  0.30
H79 24.963 -13.759 28.802  0.44
H80 15.778 -21.170 24.670  -0.01
H81 21.441 -19.940 26.488  -0.47
H82 23.635 -15.936 35.388  0.47
H83 23.232 -17.958 29.286  -1.21
H84 19.434 -18.006 21.382  0.25
H85 26.016 -18.710 28.337  0.47
H86 17.856 -16.252 22.370  -0.16
H87 20.395 -19.752 23.385  0.86
H88 20.578 -21.957 34.177  0.52
H89 20.874 -11.469 33.180  0.38
H90 17.987 -14.609 29.731  -0.48
H91 21.631 -21.080 28.765  -0.86
H92 24.884 -13.025 30.450  0.30
H93 18.453 -21.455 29.956  -0.81



A molecular structure, CH5NO2S in a non-equilibrium geometry. Source: the Open Molecules 2025 dataset; level of theory: the ωB97M-V functional and the def2-TZVPD basis.

Total charge: 0
E_LUMO (Eh): 0.005
Largest force on an atom (eV/Å): 5.3
E (a.u.): -644.41224

Each line ends with the natural charge from an NBO analysis.
Atoms and positions in Å:
S1 0.096 -0.090 1.210  1.38
O1 -0.378 1.312 1.238  -0.97
O2 0.052 0.940 -1.327  -0.78
N1 -0.936 -1.117 0.256  -1.05
C1 1.111 -0.117 -0.262  -0.31
H1 -1.257 -0.836 -0.652  0.41
H2 -1.739 -1.277 0.899  0.37
H3 -0.211 1.686 -0.670  0.49
H4 1.970 0.588 -0.008  0.22
H5 1.293 -1.089 -0.684  0.23



2 unconnected molecules or ions with the total composition CH3N3O3 in a non-equilibrium geometry. Source: the Open Molecules 2025 dataset; level of theory: the ωB97M-V functional and the def2-TZVPD basis.

Total charge: 0
⟨S²⟩: 2.007
2S+1: 3
E_LUMO (alpha / beta) (Eh): 0.024 / -0.083
Largest force on an atom (eV/Å): 10.5
E (a.u.): -429.64636

Each line ends with the natural charge from an NBO analysis.
Atoms and positions in Å:
O1 2.626 1.711 0.371  -0.50
O2 -0.247 -0.380 1.667  -0.30
O3 0.807 1.916 -0.976  -0.52
N1 -0.664 -0.451 0.551  0.21
N2 -0.448 -1.611 -0.109  -0.70
N3 -1.157 0.509 -0.016  -0.33
C1 1.670 1.824 -0.239  1.03
H1 -1.458 0.603 -0.944  0.35
H2 -1.137 -1.784 -0.753  0.36
H3 0.008 -2.337 0.448  0.40